{"formula": "C30H90O30", "method": "the ωB97M-V functional and the def2-TZVPD basis", "lumo_energy_ev": 0.28, "energy_ev": -93988.944, "gap_ev": 9.677, "de_lowest_kj_mol": 16.6, "total_charge": 0, "fmax_ev_per_a": 2.27, "species": ["C", "C", "O", "O", "H", "H", "H", "H", "H", "H", "C", "C", "O", "O", "H", "H", "H", "H", "H", "H", "C", "C", "O", "O", "H", "H", "H", "H", "H", "H", "C", "C", "O", "O", "H", "H", "H", "H", "H", "H", "C", "C", "O", "O", "H", "H", "H", "H", "H", "H", "C", "C", "O", "O", "H", "H", "H", "H", "H", "H", "C", "C", "O", "O", "H", "H", "H", "H", "H", "H", "C", "C", "O", "O", "H", "H", "H", "H", "H", "H", "C", "C", "O", "O", "H", "H", "H", "H", "H", "H", "C", "C", "O", "O", "H", "H", "H", "H", "H", "H", "C", "C", "O", "O", "H", "H", "H", "H", "H", "H", "C", "C", "O", "O", "H", "H", "H", "H", "H", "H", "C", "C", "O", "O", "H", "H", "H", "H", "H", "H", "C", "C", "O", "O", "H", "H", "H", "H", "H", "H", "C", "C", "O", "O", "H", "H", "H", "H", "H", "H"], "xyz": [[-18.49, -7.05, -1.70], [-17.34, -7.85, -2.33], [-16.30, -8.01, -1.37], [-19.33, -7.85, -0.89], [-19.12, -6.50, -2.42], [-18.03, -6.24, -1.14], [-17.05, -7.45, -3.30], [-17.70, -8.87, -2.53], [-15.66, -7.29, -1.50], [-19.98, -8.28, -1.45], [-12.90, -7.49, -0.78], [-13.68, -6.23, -0.58], [-14.60, -5.93, -1.67], [-11.74, -7.35, -1.59], [-13.52, -8.36, -1.05], [-12.53, -7.73, 0.23], [-13.00, -5.37, -0.53], [-14.29, -6.30, 0.32], [-14.86, -5.00, -1.52], [-11.30, -8.22, -1.66], [-12.44, -10.42, 1.73], [-11.82, -11.29, 2.79], [-12.81, -11.79, 3.71], [-13.09, -11.28, 0.80], [-11.72, -9.72, 1.28], [-13.20, -9.81, 2.22], [-11.09, -10.79, 3.44], [-11.29, -12.17, 2.42], [-13.21, -12.56, 3.32], [-13.35, -10.78, 0.01], [-14.97, -1.13, -1.69], [-14.23, -2.43, -1.36], [-15.15, -3.34, -0.74], [-15.26, -0.46, -0.47], [-15.89, -1.39, -2.22], [-14.37, -0.54, -2.39], [-13.45, -2.12, -0.66], [-13.84, -2.82, -2.30], [-15.35, -2.97, 0.13], [-15.33, 0.48, -0.66], [-13.98, -8.41, -4.38], [-13.57, -8.99, -5.71], [-14.00, -8.25, -6.83], [-13.32, -7.20, -4.08], [-13.67, -9.17, -3.64], [-15.07, -8.32, -4.35], [-13.97, -10.01, -5.81], [-12.48, -9.17, -5.76], [-13.34, -7.60, -7.08], [-13.60, -6.87, -3.21], [-9.37, -5.78, 1.17], [-7.99, -6.45, 1.01], [-7.29, -5.96, -0.11], [-10.07, -6.44, 2.20], [-9.88, -5.93, 0.21], [-9.19, -4.71, 1.31], [-8.12, -7.54, 0.90], [-7.47, -6.23, 1.94], [-7.79, -6.27, -0.88], [-10.98, -6.15, 2.17], [-15.75, -4.38, -6.23], [-15.13, -3.65, -5.08], [-16.03, -2.73, -4.46], [-16.62, -5.45, -5.86], [-14.97, -4.77, -6.88], [-16.35, -3.71, -6.86], [-14.25, -3.10, -5.40], [-14.82, -4.36, -4.31], [-16.70, -3.21, -3.95], [-16.52, -6.16, -6.50], [-16.19, -6.74, 2.54], [-17.09, -6.16, 1.45], [-18.41, -5.87, 1.86], [-15.74, -5.68, 3.40], [-15.32, -7.21, 2.09], [-16.76, -7.50, 3.09], [-17.12, -6.82, 0.58], [-16.58, -5.28, 1.04], [-18.89, -6.70, 1.93], [-16.26, -5.68, 4.20], [-18.75, -3.21, -1.43], [-19.88, -2.85, -2.35], [-20.39, -3.99, -3.07], [-17.56, -3.45, -2.17], [-18.97, -4.02, -0.73], [-18.54, -2.35, -0.78], [-19.54, -2.07, -3.03], [-20.75, -2.51, -1.78], [-19.91, -4.01, -3.90], [-16.81, -3.49, -1.56], [-8.16, -8.20, -3.07], [-7.22, -7.66, -4.14], [-6.65, -8.77, -4.83], [-8.77, -7.13, -2.37], [-7.52, -8.68, -2.32], [-8.88, -8.91, -3.47], [-6.55, -6.91, -3.71], [-7.79, -7.08, -4.88], [-5.81, -8.53, -5.23], [-9.28, -6.60, -3.02], [-11.33, -11.19, -3.47], [-11.71, -10.89, -2.03], [-10.78, -9.95, -1.48], [-12.22, -12.09, -4.10], [-10.32, -11.63, -3.53], [-11.18, -10.27, -4.03], [-11.82, -11.79, -1.42], [-12.68, -10.37, -2.04], [-10.27, -10.39, -0.79], [-12.12, -12.95, -3.68], [-10.76, -4.99, -4.55], [-11.58, -4.47, -3.40], [-11.04, -4.75, -2.10], [-10.51, -6.40, -4.47], [-9.77, -4.55, -4.68], [-11.32, -4.77, -5.47], [-12.56, -4.95, -3.42], [-11.73, -3.39, -3.44], [-11.05, -5.71, -1.92], [-11.33, -6.89, -4.62], [-15.25, -11.86, -2.04], [-15.42, -11.72, -3.53], [-16.72, -11.22, -3.89], [-15.06, -10.61, -1.38], [-14.37, -12.49, -1.87], [-16.11, -12.35, -1.56], [-15.25, -12.70, -4.00], [-14.66, -11.06, -3.96], [-17.31, -11.98, -3.92], [-15.82, -10.07, -1.64], [-9.89, -1.81, -1.13], [-8.49, -2.42, -1.39], [-8.45, -3.45, -2.37], [-10.68, -2.66, -0.35], [-10.32, -1.46, -2.07], [-9.60, -0.96, -0.51], [-8.12, -2.90, -0.47], [-7.79, -1.63, -1.68], [-9.29, -3.92, -2.40], [-10.90, -3.45, -0.88], [-12.59, -3.32, 3.36], [-12.74, -4.21, 2.13], [-13.04, -5.55, 2.49], [-13.88, -3.08, 3.92], [-12.15, -2.36, 3.07], [-11.92, -3.83, 4.07], [-11.79, -4.20, 1.58], [-13.49, -3.72, 1.50], [-13.85, -5.54, 3.02], [-13.87, -3.40, 4.82]], "mulliken_charge": [-0.12, 0.07, -0.90, -0.54, 0.45, -0.38, 0.02, 0.37, -0.19, 0.36, 0.30, 1.28, 1.78, 1.90, -0.71, 0.06, -0.31, -0.64, -1.05, -1.14, 0.88, -1.03, -0.56, -0.59, -0.02, -0.02, 0.35, 0.37, 0.32, 0.09, -0.82, 0.52, -1.01, -0.52, 0.22, 0.52, 0.38, -0.38, 0.20, 0.31, 3.16, -1.11, -0.63, 0.78, -2.27, 0.00, 0.33, 0.42, 0.35, -1.10, 1.15, -0.76, -0.55, -0.66, -0.69, 0.15, 0.22, 0.40, 0.26, 0.30, -0.91, 0.45, -0.55, -0.48, 0.41, 0.33, 0.44, -0.27, 0.21, 0.27, 0.03, 1.45, -0.63, -0.52, -0.21, 0.53, -0.53, -0.62, 0.40, 0.26, 0.08, -0.91, -0.54, 0.33, 0.14, 0.32, 0.34, 0.36, 0.32, 0.00, 0.07, -0.44, -0.54, -0.04, 0.47, -0.29, 0.37, 0.13, 0.31, -0.24, -0.72, 0.97, -0.48, -0.54, 0.47, -0.03, 0.79, -1.03, 0.22, 0.38, -1.18, 0.65, 3.62, -0.58, 0.46, 0.45, -0.74, 0.49, -2.16, 0.04, -0.28, -0.28, -0.49, -0.26, 0.20, 0.49, 0.45, -0.25, 0.34, 0.01, -0.49, -0.55, -0.66, -0.53, 0.21, 0.42, 0.19, 0.44, 0.03, 0.14, -1.11, 1.67, -0.57, -0.52, 0.33, 0.43, -0.11, -0.71, 0.16, 0.32]}



{"formula": "C19H15Br2N3O2", "method": "the ωB97M-V functional and the def2-TZVPD basis", "lumo_energy_ev": -0.97, "smiles": "Cn1cc2c3c1C(=O)C1=C(C3=NCC2)C2(C=C(Br)C(=O)C(Br)=C2)CCN1", "energy_ev": -168592.615, "gap_ev": 7.361, "total_charge": 0, "fmax_ev_per_a": 6.90, "species": ["O", "O", "Br", "Br", "N", "C", "C", "C", "C", "C", "C", "C", "C", "C", "C", "C", "C", "C", "N", "N", "C", "C", "C", "C", "C", "C", "H", "H", "H", "H", "H", "H", "H", "H", "H", "H", "H", "H", "H", "H", "H"], "xyz": [[3.28, 0.33, 4.10], [-2.34, -1.95, -2.46], [4.59, 0.13, 1.19], [0.59, 0.89, 5.32], [-0.94, 1.71, 1.26], [2.39, 0.29, 3.20], [-2.13, -1.16, -1.55], [-1.29, 0.72, 0.49], [2.69, -0.05, 1.87], [1.00, 0.08, 3.68], [-2.30, 1.05, -0.54], [-3.67, 2.28, -1.83], [-2.68, 0.18, -1.61], [-1.24, -1.61, -0.38], [-2.84, 2.33, -0.69], [1.72, -0.58, 1.04], [0.08, -0.55, 2.86], [-0.71, -0.67, 0.45], [-3.60, 0.92, -2.33], [-0.77, -2.98, -0.43], [-4.31, 0.45, -3.65], [-1.04, 3.07, 0.87], [-2.43, 3.46, 0.31], [0.37, -1.09, 1.41], [0.44, -3.47, 0.34], [0.47, -2.63, 1.70], [-4.19, 3.16, -2.26], [2.00, -0.56, 0.00], [-0.98, -0.54, 3.07], [-1.24, -3.46, -1.16], [-3.76, 0.93, -4.54], [-4.16, -0.67, -3.69], [-5.35, 0.60, -3.53], [-0.33, 3.20, 0.05], [-0.82, 3.76, 1.67], [-3.12, 3.52, 1.21], [-2.35, 4.50, -0.04], [0.31, -4.58, 0.52], [1.38, -3.25, -0.22], [-0.28, -3.09, 2.30], [1.42, -2.77, 2.13]], "mulliken_charge": [-0.62, -0.71, -0.17, -0.13, -0.43, 0.80, 0.69, -0.62, -0.81, -0.14, 1.84, -0.95, -0.22, -0.36, 0.01, -0.70, -0.80, -0.84, 0.06, -0.22, -0.88, -0.87, -0.53, 2.86, -0.62, -1.33, 0.40, 0.52, 0.54, 0.23, 0.27, 0.30, 0.36, 0.32, 0.38, 0.29, 0.36, 0.41, 0.27, 0.47, 0.58]}



{"formula": "C3H6N4", "method": "the ωB97M-V functional and the def2-TZVPD basis", "lumo_energy_ev": 0.75, "smiles": "C=C/N=N/N.C#N", "energy_ev": -9165.577, "gap_ev": 9.535, "de_lowest_kj_mol": 316.3, "total_charge": 0, "fmax_ev_per_a": 2.43, "species": ["C", "C", "C", "N", "N", "N", "N", "H", "H", "H", "H", "H", "H"], "xyz": [[2.67, -1.03, -0.31], [-1.90, -0.08, -0.45], [-2.14, -1.07, 0.41], [3.59, -0.51, 0.10], [-0.93, 0.89, -0.33], [0.24, 0.57, 0.04], [1.03, 1.60, 0.28], [1.80, -1.50, -0.70], [-2.57, 0.13, -1.27], [-1.49, -1.24, 1.26], [-3.00, -1.70, 0.32], [1.99, 1.40, 0.47], [0.69, 2.55, 0.18]], "mulliken_charge": [0.16, 0.01, -0.66, -0.42, -0.67, 0.44, -0.44, 0.28, 0.31, 0.26, 0.26, 0.21, 0.26]}



{"formula": "C30H19AlBrN4O2S", "method": "the ωB97M-V functional and the def2-TZVPD basis", "lumo_energy_ev": -3.57, "energy_ev": -128947.481, "gap_ev": 6.697, "de_lowest_kj_mol": 24.5, "total_charge": 1, "fmax_ev_per_a": 3.63, "species": ["Al", "N", "C", "C", "C", "C", "C", "C", "N", "C", "C", "C", "S", "C", "N", "H", "H", "H", "H", "H", "H", "H", "Br", "C", "C", "C", "C", "C", "C", "C", "C", "C", "C", "H", "H", "H", "H", "H", "H", "O", "C", "O", "C", "C", "C", "C", "C", "C", "C", "C", "C", "N", "H", "H", "H", "H", "H", "H"], "xyz": [[0.29, 0.87, 0.13], [2.67, -0.43, 3.26], [1.56, -0.87, 3.91], [1.44, -1.59, 5.13], [0.15, -1.83, 5.56], [-0.95, -1.34, 4.87], [-0.89, -0.75, 3.61], [0.41, -0.57, 3.12], [0.89, 0.08, 1.91], [2.23, 0.02, 2.05], [3.06, 0.47, 0.93], [4.38, 0.32, 0.56], [4.67, 0.83, -1.10], [3.03, 1.26, -1.21], [2.30, 0.99, -0.12], [3.56, -0.65, 3.61], [2.30, -1.90, 5.72], [-0.05, -2.48, 6.43], [-1.88, -1.47, 5.39], [-1.79, -0.52, 3.06], [5.14, -0.19, 1.20], [2.74, 1.72, -2.10], [1.86, -2.25, -0.92], [0.16, -2.83, -0.42], [0.09, -4.14, -0.12], [-1.12, -4.81, 0.01], [-2.28, -4.09, 0.12], [-2.25, -2.67, 0.00], [-3.49, -1.98, 0.03], [-3.49, -0.60, 0.00], [-2.28, 0.05, -0.31], [-1.03, -0.55, -0.24], [-0.97, -1.96, -0.21], [1.02, -4.65, 0.00], [-1.22, -5.90, -0.02], [-3.22, -4.57, 0.23], [-4.34, -2.64, 0.05], [-4.39, -0.12, 0.19], [-2.30, 1.15, -0.40], [-0.21, 4.52, 1.23], [-0.30, 3.49, 0.58], [-0.41, 2.24, 1.09], [-0.10, 3.39, -0.90], [-0.11, 4.56, -1.70], [-0.07, 4.38, -3.07], [-0.26, 3.10, -3.61], [-0.47, 2.88, -4.96], [-0.63, 1.62, -5.47], [-0.52, 0.49, -4.68], [-0.31, 0.63, -3.32], [-0.21, 1.94, -2.75], [-0.05, 2.14, -1.42], [-0.09, 5.46, -1.14], [0.11, 5.21, -3.74], [-0.61, 3.68, -5.71], [-0.88, 1.51, -6.54], [-0.70, -0.49, -5.13], [-0.20, -0.18, -2.66]], "mulliken_charge": [-0.65, -0.03, 0.43, -1.00, -0.49, -0.71, -0.64, 0.43, 0.67, 0.24, -0.09, -0.31, -0.04, -0.09, 0.56, 0.21, 0.39, 0.37, 0.41, 0.52, 0.36, 0.37, -0.09, 0.02, -0.64, -0.76, -0.89, 0.70, -0.74, -1.26, -0.14, 0.88, 0.48, 0.42, 0.39, 0.42, 0.42, 0.58, 0.26, -0.65, 0.21, -0.32, 0.43, -0.94, -0.83, 0.97, -0.73, -0.47, -0.88, -0.31, 0.12, 0.66, 0.62, 0.48, 0.36, 0.37, 0.43, 0.54]}